# C29H54FO10S

4 unconnected molecules or ions with the total composition C29H54FO10S (the ωB97M-V functional and the def2-TZVPD basis, the Open Molecules 2025 dataset).

## Properties
* orbital gap: 8.94 eV
* HOMO level: -12.297 eV
* 2S+1: 1
* calculated total energy: -64970.2828 eV
* total charge: +1
* maximum force: 0.55 eV/A

```
95
C29H54FO10S | the Open Molecules 2025 dataset | the ωB97M-V functional and the def2-TZVPD basis
C -4.71 4.75 0.82
C -3.55 3.76 0.78
C -2.81 3.62 -0.55
C -3.69 3.36 -1.77
C -2.96 3.37 -3.14
C -1.52 2.82 -3.14
C -0.41 3.88 -3.00
C 0.86 3.39 -2.29
C 0.86 3.69 -0.78
C 1.28 2.52 0.12
C 0.82 2.71 1.58
C -0.05 1.53 2.08
C 0.74 0.45 2.82
C 0.26 -0.99 2.59
C 0.10 -1.34 1.09
S -1.61 -1.65 0.68
O -2.28 -0.21 0.43
C -1.54 -2.21 -1.01
C -0.69 -1.34 -1.93
F 0.55 -1.93 -2.06
H -5.35 4.69 -0.06
H -4.35 5.78 0.90
H -5.35 4.57 1.68
H -3.90 2.78 1.12
H -2.83 4.09 1.53
H -2.18 4.50 -0.73
H -2.13 2.78 -0.45
H -4.18 2.39 -1.66
H -4.49 4.10 -1.83
H -2.97 4.37 -3.57
H -3.56 2.76 -3.80
H -1.42 2.02 -2.39
H -1.36 2.34 -4.11
H -0.78 4.78 -2.50
H -0.14 4.18 -4.01
H 1.00 2.32 -2.48
H 1.72 3.89 -2.73
H 1.55 4.51 -0.58
H -0.13 4.02 -0.45
H 0.87 1.59 -0.30
H 2.36 2.41 0.09
H 0.28 3.65 1.69
H 1.71 2.78 2.22
H -0.52 1.15 1.17
H -0.84 1.93 2.72
H 0.64 0.66 3.89
H 1.81 0.51 2.61
H 1.01 -1.69 2.97
H -0.65 -1.20 3.15
H 0.49 -0.57 0.43
H 0.60 -2.27 0.83
H -2.16 0.36 1.21
H -1.12 -3.22 -0.94
H -2.58 -2.28 -1.33
H -1.15 -1.26 -2.92
H -0.54 -0.33 -1.54
C 3.33 -2.74 0.37
C 4.38 -1.71 0.07
C 5.60 -1.77 0.96
O 6.01 -0.40 1.02
C 4.93 0.38 0.78
O 4.89 1.55 0.95
O 3.89 -0.38 0.35
H 2.93 -2.58 1.38
H 2.51 -2.68 -0.34
H 3.76 -3.74 0.34
H 4.67 -1.74 -0.99
H 6.40 -2.38 0.57
H 5.35 -2.09 1.97
C 6.12 -6.58 5.82
C 5.77 -5.44 4.91
C 4.36 -4.89 5.07
O 4.05 -4.44 3.74
C 4.80 -5.16 2.87
O 4.66 -5.15 1.69
O 5.73 -5.88 3.53
H 5.49 -7.45 5.62
H 7.16 -6.88 5.68
H 5.99 -6.28 6.86
H 6.51 -4.64 4.97
H 4.30 -4.06 5.77
H 3.65 -5.66 5.35
C -5.36 -1.20 -2.41
C -5.58 -0.77 -3.84
C -4.86 -1.59 -4.90
O -4.63 -0.63 -5.93
C -4.61 0.60 -5.36
O -4.29 1.60 -5.91
O -5.02 0.53 -4.07
H -4.31 -1.06 -2.15
H -5.96 -0.60 -1.73
H -5.64 -2.25 -2.29
H -6.65 -0.72 -4.07
H -5.45 -2.42 -5.29
H -3.90 -1.96 -4.54
```

These are the Mulliken partial charges, in e, on atoms 1 to 6: atom 1 (C): -1.346, atom 2 (C): -0.641, atom 3 (C): 1.009, atom 4 (C): -0.350, atom 5 (C): -0.769, atom 6 (C): 0.102